Below is a cluster of 4 separate species, C16H24BF3NO10 in total, with properties calculated with ωB97M-V/def2-TZVPD.

```
55
C16H24BF3NO10 (ωB97M-V/def2-TZVPD)
H 0.989 2.844 -2.173
C -4.530 -2.115 -3.503
C -1.303 1.328 0.150
H -1.931 0.616 -0.395
H 1.615 4.121 -4.214
O -3.200 -2.090 -3.662
H 1.375 -2.443 -1.269
O -5.265 -2.926 -3.975
C -0.431 1.769 -4.267
H -1.564 -3.270 2.175
O 1.039 -0.177 4.903
H 0.267 0.282 2.576
H -2.590 -0.111 -3.850
H -1.240 2.231 -0.469
C 1.913 -0.414 -0.949
C 2.192 -1.786 -1.569
C 2.260 0.400 4.788
H 2.871 1.166 0.177
H -0.096 4.549 -4.492
C 3.149 0.279 -0.387
F -3.973 0.806 -1.962
H 0.890 1.824 0.640
H 1.300 -2.203 5.193
H 2.176 -1.744 -2.663
F -0.405 4.280 -2.043
O -4.936 -1.086 -2.717
C 0.288 -0.271 1.634
C -2.683 -0.872 -3.079
H 3.817 0.544 -1.214
C 0.589 3.774 -4.145
H 1.173 -0.921 1.626
C -0.758 -2.644 1.806
C 2.380 -0.956 6.584
H -1.784 -0.766 2.171
N 0.740 0.046 -0.932
F 3.086 -2.061 6.946
O -0.821 0.718 -4.655
H -3.661 -0.969 -1.105
C -0.905 -1.180 1.673
C 0.186 3.297 -2.759
B 0.225 0.798 0.379
O 0.422 2.589 -4.930
H -1.797 1.641 1.079
O -0.764 2.297 -3.071
O -1.170 -2.015 0.563
O 2.553 1.280 4.063
H -1.713 -1.043 -2.618
H 0.240 -1.389 6.374
C 1.143 -1.294 5.778
H 0.233 -3.071 1.690
H 3.152 -2.197 -1.250
H 2.188 -0.366 7.484
C -3.779 -0.527 -2.095
O 3.131 -0.191 5.679
H 3.719 -0.380 0.278
```

Computed properties:
E_HOMO = -3.72 eV
LUMO level = 0.088 hartree
net charge = -1
frontier orbital gap = 0.225 Ha
calculated total energy = -47775.3188 eV